No. 1
The following is a quantum chemistry calculation of one molecule with the formula C21H27ClN4OS, from the Open Molecules 2025 dataset.

```
55
Properties=species:S:1:pos:R:3:forces:R:3
H -5.85396 -2.26143 -0.18413 -0.1 0.0 0.1
H 0.73594 -3.45436 -0.20394 0.1 0.0 -0.1
H -1.21270 -0.66482 1.27152 0.0 0.1 -0.1
C -0.22792 -2.55750 1.51018 0.0 0.1 -0.2
O -2.56529 3.64886 0.40534 0.0 0.3 0.1
H -5.78160 -3.10455 -1.72953 -0.1 -0.1 -0.1
C -4.11675 -1.77491 -1.39954 -0.2 -0.2 -0.1
C 3.57532 5.54432 0.05204 0.1 0.4 0.0
H 3.21621 -2.56288 0.29519 0.0 -0.1 0.0
H 5.77708 1.54333 -0.65086 0.1 0.1 0.0
N -2.40515 1.55039 -0.42676 0.0 -0.2 0.0
H -4.28360 1.17725 -1.24863 -0.1 0.0 0.1
H -0.59176 -1.35668 -0.23781 0.0 0.1 -0.1
C 3.86582 0.73639 -0.15673 0.4 -0.4 0.0
C 5.22633 0.63798 -0.45231 -0.2 0.0 0.0
H -4.26281 1.98429 0.33555 0.0 -0.1 -0.1
C 1.84106 2.35939 -0.09565 0.3 0.9 0.0
H 0.91221 -4.37581 1.29170 0.1 -0.1 0.0
N 3.93699 3.15949 -0.07127 0.7 -0.6 0.0
H -4.73204 -3.60545 -0.40280 0.0 -0.1 0.1
C -3.79506 1.20388 -0.26832 -0.2 -0.1 0.2
C 0.22620 -3.76949 0.70454 -0.1 0.1 0.2
C 3.77136 -1.66307 0.08051 0.1 -0.1 0.0
H -3.46931 -2.29612 -2.11169 -0.1 0.1 -0.1
C -0.41702 2.81842 -0.07673 0.5 0.2 0.1
C 5.85398 -0.59020 -0.48805 0.0 -0.1 0.0
C 1.82297 3.76130 -0.02327 -0.2 -0.6 0.0
N -3.25986 -1.18701 -0.38628 0.1 0.0 0.1
H 3.19740 6.03902 0.94856 0.0 0.0 0.0
H -1.81811 0.80338 -0.76115 0.1 0.1 0.0
H 0.65514 -2.02013 1.86516 0.0 0.0 0.1
H 4.66179 5.50638 0.08241 -0.1 0.0 0.0
C -3.91232 -0.16381 0.41569 0.0 0.3 -0.2
C -2.48176 -2.15255 0.37335 0.3 0.2 0.0
H 0.29294 0.79116 -0.19933 -0.1 -0.2 0.0
C 0.52763 1.83709 -0.13756 -0.4 0.2 0.0
N 3.09444 4.19644 -0.01279 -0.6 -0.3 0.0
H -3.41952 -0.10668 1.38815 0.0 0.0 0.0
S 0.24787 4.44269 0.03874 0.0 -0.2 0.0
H 2.10509 -0.37230 0.36874 -0.2 0.0 0.0
H 3.25101 6.10789 -0.82515 0.0 0.0 0.0
H -4.60285 -0.95556 -1.93426 0.0 0.0 -0.1
C 3.15053 -0.42975 0.11258 0.1 0.3 -0.1
C -1.88536 2.72434 -0.00462 -0.2 -0.3 -0.2
H -0.78285 -2.89130 2.38982 0.0 0.0 0.1
C -5.18745 -2.74806 -0.89238 0.2 0.3 0.0
C 5.12102 -1.73783 -0.22401 -0.1 0.2 0.0
Cl 5.90078 -3.28132 -0.26857 0.1 -0.2 0.0
H 6.90530 -0.66383 -0.71847 0.1 0.0 0.0
C 3.22567 2.03743 -0.11561 -0.4 0.9 0.0
H -4.97465 -0.38191 0.59122 0.0 0.0 0.1
H -2.35875 -3.04215 -0.24567 -0.1 -0.1 0.0
H -2.98568 -2.45464 1.30476 0.0 -0.1 0.0
C -1.09581 -1.59101 0.70354 -0.1 -0.3 0.3
H -0.61818 -4.39393 0.42459 0.0 -0.1 -0.1
```
Forces are in eV/Å.

Properties
LUMO energy: 0.369 eV
Max |F|: 0.0193 Eh/bohr
Structure (SMILES): CCCCN(CC)CCNC(=O)c1cc2c(-c3ccc(Cl)cc3)nn(C)c2s1
Energy above the lowest of the compared OMol25 structures with the same formula, charge and spin: 0.000 eV
Spin multiplicity: 1
HOMO-LUMO gap: 8.5 eV
HOMO level: -0.297 hartree
E_tot: -1969.07364 Ha



No. 2
The following is a quantum chemistry calculation of C16H25BClN9O2Os as an isolated structure, from the Open Molecules 2025 dataset.

```
55
Properties=species:S:1:pos:R:3:forces:R:3
C 1.54492 -2.76710 3.91978 0.0 0.0 0.0
H -0.14902 2.44845 -0.64757 -0.1 0.0 0.0
C -0.53531 2.18433 3.59967 0.0 0.0 0.0
H 1.49370 -0.83281 -4.18159 0.0 0.0 0.0
H -1.70064 0.36443 -5.18616 0.0 0.0 0.0
H 1.47792 -0.11189 -1.96610 0.1 0.0 -0.1
C 1.89676 -2.33600 2.65623 0.1 -0.1 -0.1
C -0.37876 0.51157 -2.32974 0.0 -0.1 -0.3
C -2.09274 -1.39244 -0.34016 0.0 0.0 0.0
H 5.27435 0.06506 0.45781 0.0 0.0 0.0
B -1.11662 -0.29370 3.02096 0.0 0.0 -0.1
C -3.31652 -1.56978 0.26525 0.0 0.0 0.0
C 0.88333 2.55404 1.96349 0.0 -0.1 0.0
C 0.32411 3.14265 3.08756 0.0 0.0 0.0
C -1.20348 2.26339 -0.83419 0.0 0.0 0.0
H -1.84543 -0.30715 3.95905 0.0 0.0 0.0
N -1.36482 1.31572 -1.92917 0.0 0.1 0.0
H -1.68186 1.90316 0.08040 0.0 0.0 0.0
H -2.82784 0.37719 -3.10765 0.0 0.0 0.0
C -3.13658 -1.12150 1.57208 0.0 0.0 0.0
H -0.25242 -2.12047 5.09669 0.0 0.0 0.0
O 3.23328 -0.72046 -1.83618 0.1 0.2 0.0
N 0.02821 -1.32656 3.17718 0.0 0.0 0.1
N -0.49049 1.09912 2.81574 0.0 0.0 0.0
H 0.51971 4.12323 3.48352 0.0 0.0 0.0
H -1.06506 1.84195 -4.42252 0.0 0.0 0.0
H 5.65296 -0.87397 -1.02542 0.0 0.0 0.0
C -2.69198 1.29410 -2.53936 -0.1 -0.1 0.1
O 2.68031 -0.32166 0.29483 0.0 0.1 0.0
C -0.82761 0.82743 -4.72702 0.0 0.0 -0.1
H 1.60975 2.94478 1.26886 0.0 0.0 0.0
C 0.46797 -1.11840 -3.93430 0.1 0.0 0.0
H -1.67312 3.20332 -1.12265 0.0 0.0 0.0
H -3.42849 1.31636 -1.73519 0.0 0.0 0.0
H 2.07563 -3.46176 4.54594 0.0 0.0 0.0
H -3.82433 -1.09054 2.40144 0.0 0.0 0.0
Cl 5.02729 -2.26007 0.77556 0.0 0.0 0.0
N -1.88465 -0.70089 1.72226 0.1 0.0 0.0
N 0.38446 1.32119 1.80521 0.1 0.0 -0.1
N 0.97030 -1.46848 2.20657 -0.1 0.3 -0.1
C 0.36307 -2.09825 4.21224 0.0 0.0 0.0
H -2.86400 2.15323 -3.18704 0.0 0.0 0.0
Os 0.77459 -0.40359 0.43962 0.0 -0.4 0.0
N 0.61459 0.14592 -1.48205 -0.1 0.2 0.4
H -4.21081 -1.98398 -0.16565 0.0 0.0 0.0
H -1.78102 -1.64060 -1.34168 0.0 0.0 0.0
H -1.16915 2.20423 4.47095 0.0 0.0 0.0
H 0.48319 -1.83625 -3.11700 0.0 0.0 0.0
N -1.22399 -0.85327 0.54117 0.1 0.1 0.1
N -0.34647 0.04737 -3.58371 0.0 0.0 0.1
C 3.57393 -0.57513 -0.69267 -0.1 -0.5 0.0
H 0.02320 -1.59383 -4.80536 0.0 0.0 0.0
C 4.97864 -0.76173 -0.18309 0.0 0.1 0.0
H 2.75433 -2.58201 2.04815 -0.1 0.0 0.0
H -0.02728 0.87205 -5.46498 0.0 0.0 0.0
```
Forces are in eV/Å.

Properties
LUMO energy (spin up / spin down): -5.163 / -8.778 eV
Max |F|: 0.0108 Eh/bohr
Energy above the lowest of the compared OMol25 structures with the same formula, charge and spin: 0.070 eV
Total charge: +2
Spin multiplicity: 5
HOMO-LUMO gap (spin up / spin down): 10.1 / 6.6 eV
HOMO level (spin up / spin down): -0.562 / -0.566 hartree
E_tot: -1843.21562 Ha



No. 3
The following is a quantum chemistry calculation of C35H61As2N6O8ScSi4Te as an isolated structure at a distorted geometry, from the Open Molecules 2025 dataset.

```
118
Properties=species:S:1:pos:R:3:forces:R:3
O -2.40977 2.97930 2.39402 -1.6 0.7 -0.1
H -2.17261 -3.50645 -2.10964 0.0 0.0 0.0
N -2.59912 6.73320 -0.71702 0.7 0.0 0.5
C 3.38160 0.91946 -1.01965 0.0 0.2 0.5
As -2.04592 0.45769 -1.22837 0.8 -0.7 0.1
O -0.40587 2.33688 1.74078 -0.7 -0.1 -0.7
H -5.86771 -0.53291 -1.00925 -0.1 0.0 0.0
H 1.81950 -3.08353 4.44703 -0.2 0.4 -0.3
C 2.36539 5.63915 0.63310 0.5 -0.4 -0.2
Te 0.09213 -0.68213 -0.15149 -0.5 0.2 -0.1
C -6.90261 2.35224 -1.20768 0.0 0.3 -0.1
C -4.64700 4.34938 0.97405 0.8 0.1 -0.3
H -6.14450 1.84275 -1.78453 0.1 -0.3 -0.2
N 1.36418 4.78394 0.91685 0.5 0.4 0.1
C 0.13758 5.26045 0.73053 -0.7 -0.5 -0.1
N 3.01940 1.55635 0.32089 0.5 0.2 -0.1
O -5.68310 1.29804 1.91869 0.3 0.1 -0.9
C 5.68137 1.49315 -0.77414 -0.3 -0.5 0.1
H 6.57371 0.69642 1.59927 -0.3 0.2 -0.1
H 3.82447 -3.52380 -2.98851 0.2 0.1 0.0
C -1.21515 2.18660 -0.94705 0.4 -0.1 -1.2
C -3.73426 0.53351 -0.22414 0.1 -0.6 0.2
N 4.60828 -0.00632 1.36724 0.1 0.1 -0.4
Si 1.76200 -3.87073 -1.83229 -0.1 -0.3 -0.2
C -0.14316 6.43382 0.07179 -0.6 0.8 0.1
C -1.35174 -6.11979 -0.32608 -0.2 -0.1 0.5
H 1.92550 -6.19020 1.62367 0.0 0.2 0.2
C 1.07703 1.92449 -3.87766 0.2 0.4 1.2
H -3.03828 2.93561 4.28677 0.0 0.1 0.2
C 2.16878 6.89975 0.09554 0.0 -0.3 0.3
C 1.56247 -5.52822 2.41981 -0.1 0.1 0.5
H -2.97013 0.51606 -3.59854 -0.2 0.2 -0.1
H 3.04745 0.97530 2.34935 0.1 -0.1 -0.1
H 3.86931 3.08781 1.53840 0.0 0.0 -0.1
H 2.84580 -5.99931 -1.05806 -0.3 0.1 -0.2
H -1.75651 -4.78774 2.63786 -0.2 0.4 -0.4
C 3.66672 -3.43922 1.87664 0.1 -0.3 0.1
H -0.31655 -4.01358 -3.27686 0.4 0.1 0.1
H -5.58302 4.77847 0.65450 -0.2 0.2 -0.3
H -1.47278 -0.45056 -3.53529 0.2 0.1 0.1
C -1.98418 2.93625 0.05097 0.2 0.3 1.1
C -4.42787 1.67032 -0.09802 -0.1 -0.5 0.3
H 2.39343 -5.99975 -2.77072 -0.3 -0.2 0.5
C 4.06913 2.62940 0.56373 -0.1 0.1 -0.6
Sc 0.89859 2.55342 0.32247 0.6 -0.3 0.6
H -2.97070 -1.14755 -2.92853 -0.2 0.0 0.0
H -1.10827 -6.27408 -1.37706 0.0 0.1 0.0
H 4.02006 -2.40202 1.80970 -0.1 -0.3 -0.1
H -0.70763 4.63159 0.98647 0.3 0.2 0.0
H -3.55619 -4.01236 -1.11953 0.3 0.2 0.0
H 3.27605 1.70795 -1.76212 0.0 0.0 -0.2
Si 1.81227 -3.67409 2.10343 0.1 -0.2 0.1
O 0.77133 3.37443 -1.49279 -1.1 -0.7 -0.7
H -2.22147 1.46207 3.75573 0.1 -0.7 0.1
C -3.91461 -0.71624 0.66021 0.3 -0.1 0.0
O -4.97904 -1.50506 0.59249 0.3 0.2 0.3
C -2.23228 -4.11665 1.89215 0.3 -0.3 0.0
H 3.95085 3.36968 -0.24188 0.0 -0.1 0.2
H 0.51784 -5.79511 2.64231 0.3 0.1 -0.1
Si 0.62940 -3.24241 0.09712 -0.2 0.0 0.1
N 5.42075 2.11914 0.52335 -0.2 -0.1 0.3
H -6.92335 -0.78804 0.41966 0.3 -0.2 -0.1
H -6.77656 3.41925 -1.36276 -0.1 0.2 0.0
H 4.17625 -1.42355 -0.12750 -0.2 -0.1 0.0
H -6.44022 -2.15591 -0.63432 -0.1 -0.2 0.0
C 4.86472 -0.60527 0.03930 0.2 0.6 0.2
H 3.02967 7.51005 -0.08774 0.2 0.3 -0.1
H 0.44165 -2.41800 -3.40660 0.0 0.0 0.1
C 2.02304 -5.74763 -1.75300 0.8 0.4 -0.2
C 1.21684 -2.69834 3.59759 0.0 -0.1 0.1
H 0.62774 2.12789 -4.82430 -0.2 0.1 -0.6
H 5.34105 1.55599 2.53844 0.0 0.2 0.3
H 1.17127 -3.78967 -4.21802 -0.1 -0.1 0.0
H -2.35149 -6.57016 -0.15121 0.4 0.3 -0.1
C -1.52034 6.67319 -0.30789 -0.4 -0.1 -0.4
H 1.35538 -1.60450 3.48345 0.0 -0.6 0.2
O -0.01954 1.78854 -2.92588 -0.3 -0.4 -0.6
H 5.87995 -0.99768 0.02324 0.0 0.0 0.0
C -5.68815 1.63327 0.75722 0.1 -0.1 0.4
C -6.12588 -1.21719 -0.19948 -0.2 0.4 -0.3
C -2.59795 -3.46056 -1.10593 -0.2 -0.2 0.2
H -3.97829 5.14648 1.30250 -0.2 0.0 0.0
C 0.88914 7.30232 -0.23906 0.2 0.2 -0.3
C -2.41282 -0.22402 -3.04817 0.2 0.0 0.8
H 1.15382 -6.35217 -1.48792 0.1 0.1 -0.2
C 3.43709 -3.04859 -2.08427 -0.1 0.4 0.1
C 0.65231 -3.48822 -3.30399 -0.2 0.1 -0.1
H -7.89575 2.06137 -1.53773 0.0 -0.1 0.0
H 1.74472 2.73581 -3.58123 -0.2 -0.1 -0.1
H 2.64200 0.13403 -1.18743 0.2 0.0 -0.2
H 2.57263 -0.29418 1.21909 -0.3 -0.3 -0.1
H 2.13993 -5.73239 3.35041 -0.2 0.0 -0.6
O -6.81307 2.05071 0.18208 -0.2 -0.1 0.3
C -0.17927 2.52592 -1.85425 0.5 0.7 0.9
C 5.54925 1.09956 1.58209 0.4 -0.3 -0.4
O -2.98821 -1.01630 1.37861 -0.4 0.4 -0.4
H 0.16159 -2.90099 3.84293 0.3 0.1 -0.2
Si -1.46361 -4.28468 0.17321 -0.7 -0.4 0.1
C 3.26779 0.52013 1.37322 -0.2 0.1 0.6
H 6.67901 1.06568 -0.76730 0.2 0.1 0.0
H 4.08884 -4.06691 1.06244 -0.3 0.5 0.4
C -2.18794 2.53128 3.75614 0.4 0.5 -0.6
H -2.23425 -3.07942 2.25683 0.0 -0.4 -0.1
H 4.07385 -3.84501 2.81690 0.1 0.1 -0.2
H -3.27203 -4.45030 1.77643 0.1 0.1 0.2
H 5.61097 2.21936 -1.57916 0.0 0.2 0.0
H 1.61919 0.98654 -3.89064 0.0 -0.2 0.0
H -2.81546 -2.41790 -0.85367 0.1 -0.2 0.0
H 4.14674 -3.23580 -1.26077 -0.3 0.0 -0.4
H 0.71521 8.24032 -0.76115 0.0 -0.2 0.2
N 4.72557 0.39779 -1.02618 -0.1 0.0 0.0
H -4.81618 3.65777 1.78042 0.1 -0.2 0.3
H 3.39927 -1.95164 -2.27631 -0.1 -0.7 0.1
H -0.64466 -6.71656 0.27386 -0.2 0.3 -0.1
H -1.23523 2.90412 4.13344 -0.2 0.0 0.0
As -3.74932 3.48975 -0.57638 -0.3 -0.1 0.2
H 3.38938 5.28124 0.77852 -0.5 0.1 0.1
C -1.64663 2.71895 1.38225 1.5 -0.6 0.4
```
Forces are in eV/Å.

Properties
LUMO energy: -6.025 eV
Max |F|: 0.0339 Eh/bohr
Energy above the lowest of the compared OMol25 structures with the same formula, charge and spin: 0.000 eV
Total charge: +2
Spin multiplicity: 1
HOMO-LUMO gap: 6.8 eV
HOMO level: -0.470 hartree
E_tot: -8958.59507 Ha



What is the formula in the first record? C21H27ClN4OS



Among the records above, which one has the highest spin multiplicity? C16H25BClN9O2Os